DFT (ωB97M-V/def2-TZVPD) results for a molecular structure, C11H9Cl4N2O3OsS.

Geometry as XYZ:
```
31
Properties=species:S:1:pos:R:3:forces:R:3:nbo_charge:R:1
Os -0.131122 0.464776 1.171612 0.11 0.25 -0.15 1.007
Cl 3.044150 6.197676 -0.639574 0.01 0.04 -0.01 0.110
C 2.656331 4.561222 -0.350620 0.08 -0.09 -0.03 -0.057
C 3.592301 3.548083 -0.717683 -0.08 0.10 0.03 -0.082
Cl 5.078249 3.993046 -1.434501 0.03 0.01 -0.01 0.102
C 3.312127 2.217139 -0.498449 -0.08 -0.02 0.03 -0.090
Cl 4.384856 0.949812 -0.907309 0.01 -0.01 0.00 0.085
C 2.080414 1.899146 0.090031 0.00 0.35 -0.04 0.214
O 1.662188 0.701825 0.409763 -0.38 -0.24 0.21 -0.573
C 1.155489 2.890548 0.438063 0.27 -0.03 -0.12 0.325
O 0.058611 2.418150 0.977627 -0.13 -0.26 0.11 -0.588
C 1.443112 4.244168 0.230377 0.00 -0.06 0.00 -0.134
Cl 0.289932 5.419004 0.687973 -0.01 0.01 0.00 0.094
S -2.056553 0.643729 1.856591 0.14 -0.01 -0.02 0.079
C -1.424155 -2.051832 0.168270 -0.02 -0.01 -0.01 0.529
N -2.193071 -2.068593 -0.899789 0.01 0.01 0.01 -0.530
C -3.471201 -2.747860 -0.630813 0.00 0.00 0.00 -0.229
C -3.260028 -3.292493 0.802706 0.00 -0.01 0.00 -0.230
N -1.950666 -2.731067 1.158551 0.00 0.01 0.01 -0.524
H -1.999492 -1.531827 -1.728745 0.00 0.00 -0.01 0.441
H -3.641722 -3.540005 -1.355262 0.00 0.00 0.00 0.234
H -4.291324 -2.034109 -0.684301 0.00 0.00 0.00 0.227
H -3.221413 -4.379388 0.831013 0.00 0.00 0.00 0.231
H -4.024883 -2.946729 1.494344 0.00 0.00 0.00 0.232
H -1.475055 -2.833389 2.042876 0.00 -0.01 0.00 0.454
C 0.847797 -1.733516 -0.869987 0.00 0.00 0.00 -0.665
C -0.078384 -1.411431 0.277358 0.03 -0.03 0.00 0.155
O 0.374191 -1.390409 1.541057 0.00 0.01 0.00 -0.558
H 0.875905 -2.814768 -1.025403 0.00 0.00 0.00 0.236
H 1.848600 -1.381897 -0.641755 0.00 0.00 0.00 0.275
H 0.514824 -1.259001 -1.794014 0.00 0.00 0.00 0.231
```
Positions in Å, forces in eV/Å.

Output
Charge = +1
Orbital gap (spin up / spin down) = 5.5 / 5.5 eV
HOMO level (spin up / spin down) = -11.238 / -11.239 eV
Energy above the lowest of the compared OMol25 structures with the same formula, charge and spin = 6.28 kJ/mol
LUMO (spin up / spin down) = -5.7 / -5.7 eV



DFT (ωB97M-V/def2-TZVPD) results for a molecular structure, C11H9FeNO4.

Geometry as XYZ:
```
26
Properties=species:S:1:pos:R:3:forces:R:3:nbo_charge:R:1
Fe -0.391962 1.135523 -0.633927 0.40 -5.45 -0.68 1.113
C -0.393562 2.051923 0.995473 -0.28 5.54 8.99 0.454
O -0.394262 2.618423 2.001973 0.01 -2.51 -4.33 -0.212
C -0.395662 2.843423 -1.472027 0.12 8.66 -3.98 0.455
O -0.397962 3.892923 -1.949027 -0.01 -4.53 2.03 -0.196
C -2.296662 1.120323 -0.653327 -9.86 -0.26 0.10 0.435
O -3.449762 1.122323 -0.645027 5.12 0.04 -0.07 -0.175
C 1.512738 1.128323 -0.653527 9.51 0.64 -0.82 0.471
O 2.665738 1.135123 -0.645227 -4.72 -0.11 -0.07 -0.246
C -0.388562 -0.552877 -2.226727 0.12 0.54 -2.29 -0.397
H 0.532638 -1.109677 -2.095527 0.14 0.07 0.23 0.274
H -1.307562 -1.113477 -2.095827 -0.19 0.11 0.15 0.267
C -0.390962 0.652023 -2.904127 0.04 -2.05 -0.43 -0.400
H -1.311862 1.052323 -3.313427 -0.23 0.18 0.13 0.280
H 0.528238 1.056323 -3.313127 0.19 0.13 0.10 0.281
C 0.765838 -2.438777 2.504573 -0.17 -0.34 0.00 0.013
C 1.514138 -1.270777 2.569973 0.03 1.29 -0.67 -0.146
C 1.234038 -0.222277 1.690473 -0.28 -1.44 0.57 0.009
N 0.236038 -0.326677 0.732973 0.31 -0.55 1.21 -0.516
C -0.512162 -1.474177 0.706273 0.46 -1.12 1.22 0.059
C -0.259062 -2.539877 1.573173 -0.41 0.63 -0.76 -0.188
H 0.969038 -3.256577 3.183873 0.02 -0.07 0.04 0.293
H 2.303038 -1.170977 3.304373 0.05 0.15 -0.04 0.297
H 1.824638 0.678023 1.793673 -0.15 0.18 -0.29 0.247
H -1.332062 -1.574677 0.018473 -0.14 0.21 -0.26 0.231
H -0.864062 -3.436177 1.525573 -0.09 0.05 -0.11 0.297
```
Positions in Å, forces in eV/Å.

Output
Charge = +3
Multiplicity = 6
Orbital gap (spin up / spin down) = 8.7 / 5.0 eV
HOMO level (spin up / spin down) = -21.589 / -21.649 eV
LUMO (spin up / spin down) = -12.8 / -16.7 eV